ORCA calculation (ωB97M-V/def2-TZVPD) on C10H19N3 in the gas phase.

```
32
Properties=species:S:1:pos:R:3:forces:R:3
H 3.3989 -1.8010 1.3318 -0.5 -0.2 -0.6
H -3.1830 1.3519 -0.5480 0.5 -0.7 -0.9
H -5.3245 -0.2317 0.3782 -0.3 1.0 0.4
C 1.9726 -0.8651 -0.0788 -2.0 0.8 2.1
H 2.7303 -0.4019 1.9930 -0.8 -0.5 -0.6
H -4.8661 -1.7416 0.1256 0.9 1.1 0.0
H 1.1679 -2.7823 0.2468 0.0 0.3 -1.6
H 2.3060 2.9995 -0.5021 -0.5 -1.1 0.6
H 2.3737 -2.6643 -1.0870 -0.2 -0.3 -0.3
H 3.9739 -0.7291 -0.5412 -0.6 -0.1 -1.6
C -3.2616 -0.4339 0.3923 1.4 -3.2 2.7
H -0.8818 2.8053 0.0350 -0.1 1.0 -0.3
H 1.7338 -1.8774 1.7874 -1.2 -0.7 1.0
C 0.7460 0.0577 -0.0867 0.6 -1.2 2.5
H -3.2427 0.0015 1.3892 0.5 0.3 0.3
N -0.4892 -0.4094 0.0803 2.8 -0.3 -1.8
C 1.9378 2.2903 0.2973 -0.2 0.0 1.5
H 1.5686 2.8893 1.1723 0.5 -0.2 -0.9
C 3.0204 -0.2177 -0.8540 2.4 0.6 -1.4
N 0.7906 1.4173 -0.0482 0.1 0.6 -0.2
H -2.5318 -0.1197 -1.5485 -0.2 0.7 0.4
C 1.5061 -2.1755 -0.6481 -0.2 -1.0 0.6
C 2.4305 -1.2617 1.3172 2.6 2.4 1.1
H -2.7061 -1.4204 0.4642 -0.3 1.1 0.2
N -4.5491 -0.7547 0.0584 -4.0 -3.0 -1.7
H 0.6777 -1.9893 -1.3272 0.2 -0.6 -0.2
H 3.3269 0.8315 -0.6482 -0.8 -1.0 -0.2
C -2.5868 0.3949 -0.5653 -0.6 2.9 -0.6
H 2.7604 1.6309 0.7060 -1.1 1.3 -0.5
C -0.5572 1.8088 -0.0530 2.4 1.4 0.1
C -1.2333 0.6890 -0.0820 -2.8 -1.5 -0.4
H 2.6048 -0.2437 -1.8953 1.5 -0.1 0.3
```
Positions in Å, forces in eV/Å.

## Properties
**SMILES**: Cn1cc(CCN)nc1C(C)(C)C
**Total charge**: 0
**LUMO energy**: 0.76 eV
**2S+1**: 1
**Orbital gap**: 0.3299 Ha
**HOMO level**: -8.2 eV
**Energy relative to the best compared isomer or geometry (same formula, charge and spin)**: 1.494 eV


ORCA calculation (ωB97M-V/def2-TZVPD) on 5 unconnected molecules or ions with the total composition C52H120F2N2O5P3S2.

```
186
Properties=species:S:1:pos:R:3:forces:R:3
C -24.3348 -15.8631 0.8693 -1.1 0.1 0.3
C -18.5715 -17.5179 3.0227 -0.8 -1.3 -1.1
H -27.0678 -8.6208 4.5588 -0.3 -0.2 0.1
H -20.0604 -12.3941 4.5321 -0.5 -0.1 0.5
S -25.1319 -10.8564 6.9779 10.8 3.5 4.8
H -33.4886 -11.1228 7.5073 0.7 0.3 0.2
H -15.5654 -17.6967 3.1054 -0.6 0.5 -0.3
C -21.8293 -8.1353 9.5486 -0.3 -1.0 -1.0
H -27.6805 -13.4744 3.7784 0.0 0.2 -0.3
O -23.9352 -11.7358 6.8196 -3.3 1.5 -0.2
H -26.3363 -10.1774 3.4018 0.7 0.7 -0.6
H -24.2896 -5.6231 6.6454 -0.4 -0.3 0.6
H -24.9195 -15.4247 1.6780 0.4 -0.1 0.7
C -34.5205 -5.8969 5.7951 1.9 0.3 0.0
H -25.7546 -6.5238 4.6699 0.3 -0.3 -0.3
H -22.1565 -3.6923 9.6765 -0.3 0.0 0.4
C -25.8218 -7.6701 10.7700 1.3 1.1 -0.9
O -27.8751 -11.2999 8.5299 2.6 -1.1 -2.1
H -23.7936 -6.2223 10.8328 0.2 -0.1 -0.2
H -25.1681 -16.2147 0.2610 0.3 -0.7 -0.3
H -25.0214 -12.0554 3.3603 0.4 -0.4 -0.8
H -25.1222 -10.3736 -1.2193 0.5 -0.1 0.7
H -17.5561 -15.9275 2.8556 0.7 1.3 -0.7
C -32.9337 -13.1588 7.0754 -0.6 -1.7 -1.4
C -26.1392 -12.3115 1.4328 1.6 0.4 -2.3
C -16.8931 -12.4538 2.1485 0.9 0.7 1.1
C -22.2519 -7.2925 8.2453 0.3 -0.2 0.7
O -26.0929 -13.0631 8.2530 -1.5 1.7 -2.0
H -28.7564 -10.0115 6.5095 0.7 0.4 0.2
H -27.9075 -8.0981 10.7749 -0.1 0.2 -0.2
H -19.2669 -2.2015 12.0760 0.1 -0.3 -0.2
C -25.7422 -11.0768 -0.6634 -2.0 -0.4 -0.4
H -22.9877 -7.9109 7.7313 -0.5 0.1 0.2
H -23.2228 -4.6568 4.9855 -0.2 -0.5 0.0
H -21.0458 -4.0859 8.4876 -0.2 -0.3 -0.6
C -32.7305 -14.1724 5.8427 0.7 1.8 0.1
H -16.2646 -18.5439 4.4899 -0.3 0.5 0.1
H -27.7091 -10.9287 3.2506 -2.0 -0.2 -0.8
H -23.9917 -14.9864 0.3199 0.7 -0.2 -0.1
C -32.8693 -11.6436 6.7769 1.4 -1.2 -0.9
H -31.2106 -7.4536 11.8329 -0.2 -0.1 -0.1
H -19.5902 -17.8377 2.8035 0.0 -0.3 0.3
H -33.7041 -8.1341 4.5645 -0.9 0.6 0.2
O -25.4434 -11.2269 0.6909 0.3 0.4 2.3
H -18.5007 -17.2260 4.0704 -0.2 0.1 0.0
H -25.5472 -13.1131 0.9909 -0.3 -1.0 0.8
H -21.7678 -2.5764 5.3504 0.5 -0.5 0.2
H -32.5358 -10.0718 9.0597 0.4 0.1 0.3
H -21.8367 -13.5635 6.0264 -0.1 0.1 0.2
H -15.3505 -11.3511 0.9433 0.0 -0.5 -0.3
H -34.4543 -5.5659 4.7587 -0.6 -0.5 -0.2
O -25.1447 -10.1739 8.3405 -0.8 -1.9 -3.7
P -30.9990 -9.4860 6.5272 1.4 0.5 -1.5
C -25.4783 -6.8435 9.5224 1.0 0.4 1.1
F -24.7404 -9.6427 6.0423 0.0 0.5 -0.7
H -21.1925 -7.6646 10.2977 0.2 0.3 -0.5
C -32.5218 -8.1103 10.1855 -0.3 0.0 -1.0
H -26.2908 -14.4515 3.3530 0.2 0.1 -0.2
C -21.1969 -9.5435 9.1565 1.5 1.9 -1.3
H -31.9638 -9.4971 4.4440 -0.1 0.3 -0.5
C -21.1146 -15.4084 1.1809 1.3 -0.1 -0.2
H -23.4487 -0.9849 5.6048 0.9 0.1 0.2
H -33.2844 -6.7336 7.2404 0.4 -0.2 0.2
H -32.0158 -13.7623 5.1291 0.2 0.4 -0.1
H -16.9639 -12.8246 0.1667 -0.3 -0.4 -0.5
C -26.5917 -13.4735 3.7285 0.1 -0.1 -0.3
H -24.3682 -4.0398 7.3927 0.2 0.1 0.0
H -14.6872 -12.4079 2.2391 0.1 0.4 0.0
H -26.8428 -9.4219 11.0052 -0.4 -0.4 -0.2
C -26.4000 -6.8856 5.4703 1.5 0.2 -0.5
H -26.4350 -6.4004 9.2459 0.4 1.0 -0.2
C -24.2528 -5.8973 9.8991 -0.4 0.7 -1.7
C -19.5362 -3.9942 10.7629 0.8 0.6 1.3
H -23.4907 -13.6787 5.4589 0.1 0.2 0.2
C -22.1045 -13.1222 3.9422 1.8 -0.3 -0.7
H -21.7908 -5.0349 5.8817 0.1 0.2 0.4
H -21.4942 -14.5025 0.7083 -0.4 0.4 0.7
H -30.7964 -11.6717 7.5702 0.2 0.0 -0.1
C -32.4166 -9.0015 8.8918 1.2 1.8 0.2
H -19.0807 -3.4262 9.9516 -0.1 -0.4 -0.5
C -22.4544 -13.8760 5.1844 -0.8 0.4 1.5
H -32.2439 -15.1216 6.0671 -0.7 -0.1 0.5
C -26.9710 -8.5188 10.4085 -1.3 -1.9 1.4
C -20.5648 -12.9359 3.7320 -1.2 -1.2 0.5
H -22.7471 -8.3322 10.1026 -0.2 -0.1 -0.2
H -29.3225 -9.7992 4.9268 0.1 0.3 -0.7
H -19.3066 -12.7765 0.9977 -0.3 0.0 0.3
H -19.0983 -14.0536 -0.0963 0.5 -0.2 -0.2
H -31.1603 -7.5350 7.8467 0.0 0.0 -0.1
C -18.2781 -16.2860 2.1219 1.1 -0.3 1.6
P -22.9426 -5.6171 8.5903 0.0 -1.6 1.0
H -27.8949 -7.2322 3.9494 -0.2 0.0 0.1
H -19.1919 -10.4052 8.8933 0.1 0.0 0.5
C -33.2541 -8.1091 5.5570 0.3 -0.4 -1.1
H -18.8226 -14.0478 3.9527 0.3 -0.6 0.6
H -30.8098 -11.5892 5.7662 -0.3 -1.0 -0.1
H -22.4152 -14.9653 5.1818 0.4 -0.1 -0.7
C -22.5487 -2.9720 5.9998 0.3 1.5 -0.5
H -33.9180 -13.4427 7.4478 0.0 0.3 0.3
F -28.1301 -12.8455 6.8655 0.7 -0.7 -0.9
N -26.7592 -11.0813 3.5577 1.2 -0.3 -0.8
H -17.7372 -16.4441 1.1889 -0.3 -0.3 -0.1
H -30.0750 -8.7913 8.3582 -0.2 -0.1 1.4
H -22.2153 -2.9210 7.0363 -0.1 1.5 0.1
H -17.6762 -11.7136 2.3126 0.0 0.2 -0.2
H -18.7040 -4.4745 11.2775 0.1 -0.6 -0.4
H -26.2539 -13.3893 4.7615 0.1 -0.1 0.0
C -26.0063 -12.2682 2.9445 -1.0 0.7 1.1
H -34.4202 -4.9547 6.3338 -0.8 -0.1 0.4
C -23.6869 -4.8418 7.1086 0.7 -1.3 -0.9
H -33.3858 -8.4158 10.7757 -0.4 0.2 -0.5
H -24.0979 -2.0522 4.5609 -0.2 -1.1 0.1
H -24.5366 -4.8566 10.0555 -0.5 0.1 0.3
H -18.0480 -19.5732 3.3865 -0.1 0.0 -0.2
H -26.7932 -11.1518 4.5647 -0.1 -0.4 0.8
H -35.3588 -6.5317 6.0820 -0.3 0.6 -0.3
H -33.7160 -8.9225 6.1166 -0.8 0.7 0.4
H -32.6456 -7.0526 9.9532 -0.2 0.0 -0.6
C -31.3305 -11.3235 6.6862 -0.9 2.7 0.5
H -26.4945 -5.9633 6.0435 -1.2 -0.1 0.3
C -29.2619 -9.2775 5.8819 -1.6 -0.7 0.9
H -20.2298 -15.1502 4.2714 -0.1 0.3 0.1
C -23.2999 -16.9307 1.2946 0.2 1.6 -0.5
H -21.5039 -7.1857 7.4597 0.6 0.1 0.4
H -33.6431 -14.2686 5.2545 -0.1 -0.3 0.3
H -31.7540 -9.1529 11.6469 1.0 -0.1 0.9
C -33.2290 -6.6732 6.1535 -1.3 -1.0 0.5
H -19.8700 -5.7463 9.7434 -0.1 -0.1 -0.5
H -32.2073 -13.4314 7.8410 0.0 0.2 0.1
N -26.4142 -11.1883 6.3107 -3.8 -2.9 1.3
C -16.2173 -18.5187 3.4012 0.6 -1.0 0.4
H -24.9204 -8.1900 11.0945 0.0 -0.6 -0.2
H -20.8330 -2.4641 11.2597 -0.1 0.7 0.3
C -23.7496 -2.0325 5.5935 0.5 0.6 1.1
H -27.1155 -8.8707 9.3871 0.5 0.3 -0.1
H -15.4980 -10.7806 2.5122 0.3 -0.4 0.6
C -19.8327 -14.3375 3.6632 1.2 1.9 -1.6
H -23.7069 -17.7091 1.9400 -0.2 0.4 0.4
H -21.3817 -10.3130 9.9060 0.1 0.3 0.1
H -22.4328 -12.0899 3.8212 -1.0 -0.2 0.5
H -28.1858 -7.8048 6.8830 -0.2 0.6 0.2
C -21.6311 -4.5592 9.2760 0.9 0.8 0.5
C -22.7119 -4.4538 5.9268 -1.7 -0.1 -0.3
H -26.7626 -10.7015 -0.7417 -0.3 0.3 -0.1
H -25.2566 -7.5242 8.7004 0.3 -0.1 0.1
C -27.5346 -7.6869 4.8721 0.1 0.7 0.1
H -29.3352 -7.0362 5.6922 -0.4 -0.2 0.6
H -17.6304 -19.0222 1.7587 0.2 -0.1 0.0
H -26.0334 -7.0421 11.6355 -0.3 0.3 -0.1
H -27.1583 -12.4432 1.0693 -0.2 0.3 0.3
H -23.0481 -17.5134 0.4085 0.6 0.2 -0.2
H -16.8542 -13.0132 3.0832 0.1 0.0 0.3
H -20.4478 -3.4207 12.6396 0.2 0.0 0.2
H -15.5573 -19.3718 3.2439 -0.2 -0.3 -0.4
H -19.1112 -8.7332 9.5188 -0.1 -0.3 0.4
H -20.8629 -15.9576 0.2737 0.3 -0.4 0.0
C -15.4855 -11.7202 1.9600 -1.7 -0.4 -0.1
H -32.3272 -6.0997 5.9392 0.1 -0.2 -0.4
S -26.9809 -12.0857 7.6281 -4.6 -0.4 4.1
H -31.3661 -7.8028 4.8210 0.8 -0.6 -0.3
H -21.5035 -17.1875 2.2841 0.5 0.1 0.2
C -19.6300 -9.4086 8.8385 -0.5 -0.5 0.7
H -22.4791 -13.7494 3.1332 -0.1 0.5 -0.6
H -30.4208 -8.5518 10.6873 0.0 0.2 -0.2
C -31.3761 -8.2705 11.1305 0.3 -1.3 0.6
H -25.8096 -12.0195 -1.2065 0.5 -0.4 0.0
H -20.9606 -5.7353 11.0075 0.0 0.7 0.7
C -22.0401 -16.2774 2.0161 -1.1 -1.9 -0.3
H -22.3947 -15.8944 2.9731 0.1 0.6 -0.2
C -20.5187 -5.0541 10.2803 -0.4 -0.8 -1.0
H -24.5425 -1.9223 6.3333 -0.5 -0.9 -0.2
H -19.2482 -9.0881 7.8691 -1.0 0.3 -0.5
C -17.2771 -13.3908 1.0438 0.4 0.1 -1.3
H -16.6337 -14.2705 1.0619 -0.1 -0.2 0.0
H -21.6074 -9.8926 8.2090 -0.6 -0.1 0.2
C -31.1055 -8.6031 8.0571 -1.2 -0.4 0.4
C -19.9981 -2.9482 11.7664 -1.7 -0.3 -0.4
P -19.4533 -14.9443 1.9845 -2.8 -0.8 0.3
C -18.7819 -13.7263 0.8940 0.8 1.1 0.0
C -17.6187 -18.7508 2.8143 0.0 1.4 0.3
C -28.6480 -7.8571 5.8972 0.2 -1.5 -0.2
H -25.8192 -7.5962 6.0584 0.2 0.3 0.3
H -33.2249 -8.7027 8.2244 -0.2 -0.1 0.1
C -31.9070 -8.6835 5.1671 0.3 -0.1 1.3
H -20.5122 -12.1956 2.9337 0.7 -0.7 -0.8
H -33.2556 -11.3586 5.7983 -0.4 -0.4 -0.1
```
Positions in Å, forces in eV/Å.

## Properties
**Total charge**: +2
**LUMO energy (spin up / spin down)**: -3.15 / -3.19 eV
**<S²>**: 0.751
**2S+1**: 2
**Orbital gap (spin up / spin down)**: 0.1071 / 0.3604 Ha
**HOMO level (spin up / spin down)**: -6.1 / -13.0 eV


ORCA calculation (ωB97M-V/def2-TZVPD) on C4H2 in the gas phase.

```
6
Properties=species:S:1:pos:R:3:forces:R:3
H -2.9209 0.1077 -0.5594 0.1 -0.1 -0.2
C 1.8502 -0.0365 0.0917 -0.4 0.0 0.0
C 0.7018 -0.0857 -0.2704 0.4 0.1 0.2
H 2.8342 0.0410 0.4965 -0.1 -0.1 -0.2
C -1.8593 0.0049 -0.5851 0.4 0.0 0.1
C -0.6582 -0.0705 -0.5183 -0.4 0.1 0.1
```
Positions in Å, forces in eV/Å.

## Properties
**SMILES**: C#CC#C
**Total charge**: 0
**LUMO energy**: 1.11 eV
**2S+1**: 1
**Orbital gap**: 0.4019 Ha
**HOMO level**: -9.8 eV
**Energy relative to the best compared isomer or geometry (same formula, charge and spin)**: 0.058 eV


| no. | electronic energy (Eh) |
| --- | --- |
| 1 | -556.6169 |
| 2 | -4558.3355 |
| 3 | -153.4789 |